Record 1
Density functional theory data (ωB97M-V with the def2-TZVPD basis set) for C17H28Be2CaCl3F5NO12P2S2 as an isolated structure.

Values from the calculation:
E_HOMO = -9.78 eV
LUMO = -8.67 eV
Kohn-Sham gap = 1.11 eV
net charge = +1

Cartesian coordinates (Å):
O  -0.587  0.089  1.642
C  -0.764  0.787  0.581
Cl  0.415  0.428  -0.810
C  -1.921  1.896  0.487
O  -2.062  2.486  -0.820
C  -1.439  3.763  -0.909
O  -0.454  3.888  -1.687
O  -1.863  4.942  -0.229
P  -0.888  5.290  1.142
S  -2.098  5.908  2.551
H  -1.776  2.636  1.343
H  -2.910  1.335  0.698
H  -0.254  4.088  1.603
H  0.141  6.257  0.887
O  1.755  2.130  2.139
H  1.216  1.318  2.115
H  2.304  2.076  1.340
C  -2.595  4.276  -4.752
F  -1.341  3.928  -5.116
F  -3.420  3.655  -5.621
F  -2.810  3.690  -3.549
S  -2.847  6.116  -4.711
O  -2.574  6.569  -6.071
O  -1.884  6.611  -3.732
O  -4.235  6.304  -4.304
Be  2.734  0.164  2.578
F  5.595  -0.112  -0.381
C  5.699  -1.452  -0.227
C  4.571  -2.200  0.046
C  4.686  -3.578  0.198
C  5.938  -4.190  0.085
C  7.067  -3.426  -0.183
C  6.944  -2.047  -0.346
H  3.610  -1.707  0.137
H  3.805  -4.177  0.405
H  6.028  -5.264  0.209
H  8.040  -3.898  -0.265
H  7.819  -1.432  -0.569
C  2.403  0.202  7.013
Cl  3.941  0.771  7.666
Cl  2.066  0.939  5.438
H  2.447  -0.880  6.895
H  1.604  0.467  7.704
C  -2.413  -5.445  4.496
C  -1.394  -4.575  3.768
N  -0.862  -5.169  2.548
C  0.283  -4.442  2.008
C  0.047  -3.017  1.509
C  -1.848  -5.599  1.558
C  -2.801  -4.540  1.006
H  -1.991  -6.422  4.746
H  -2.714  -4.961  5.429
H  -3.319  -5.596  3.905
H  -0.565  -4.408  4.468
H  -1.845  -3.592  3.582
H  0.734  -5.029  1.198
H  1.055  -4.404  2.788
H  -0.453  -3.006  0.539
H  1.011  -2.511  1.373
H  -0.536  -2.418  2.211
H  -2.447  -6.402  1.997
H  -1.332  -6.079  0.719
H  -3.189  -3.875  1.781
H  -3.662  -5.027  0.540
H  -2.330  -3.935  0.231
F  -3.140  2.340  -7.566
O  -3.526  8.266  -8.912
P  -4.280  7.010  -9.361
O  -4.706  6.195  -8.131
O  -3.371  6.148  -10.252
O  -5.520  7.431  -10.152
Ca  -4.473  4.559  -9.159
Be  7.480  -0.143  0.514

***

Record 2
Density functional theory data (ωB97M-V with the def2-TZVPD basis set) for C17H28BrCoO9 as an isolated structure.

Values from the calculation:
expectation value of S² = 3.76
E_HOMO (spin up / spin down) = -10.75 / -10.67 eV
energy relative to the best compared isomer or geometry (same formula, charge and spin) = 3.008 eV
LUMO (spin up / spin down) = -1.71 / -1.76 eV
Kohn-Sham gap (spin up / spin down) = 9.04 / 8.92 eV
net charge = +1
2S+1 = 4

Cartesian coordinates (Å):
Co  22.294  -7.085  0.727
Br  20.549  -8.765  1.348
O  21.004  -5.569  1.245
C  20.211  -4.707  1.584
O  20.522  -3.469  1.595
C  19.583  -2.658  2.306
C  18.355  -3.552  2.409
C  18.845  -4.963  2.280
H  19.269  -1.708  1.876
H  20.117  -2.511  3.245
H  17.541  -3.324  1.720
H  17.720  -3.427  3.286
H  18.262  -5.544  1.566
H  18.871  -5.459  3.250
O  22.620  -6.727  2.768
C  22.125  -7.003  3.904
O  21.112  -6.220  4.345
C  20.557  -6.713  5.512
C  21.096  -8.167  5.632
C  22.445  -8.106  4.966
H  19.501  -6.795  5.253
H  20.769  -6.196  6.448
H  20.492  -8.927  5.136
H  21.234  -8.508  6.659
H  22.745  -9.038  4.488
H  23.295  -7.890  5.614
O  23.678  -5.478  0.417
C  23.956  -4.355  -0.036
O  24.428  -4.120  -1.295
C  24.243  -2.725  -1.585
C  23.294  -2.196  -0.593
C  23.750  -2.926  0.568
H  23.919  -2.411  -2.577
H  25.253  -2.338  -1.452
H  22.325  -2.559  -0.937
H  23.339  -1.112  -0.484
H  23.082  -2.940  1.430
H  24.752  -2.689  0.924
O  24.060  -8.250  0.934
C  25.037  -8.994  1.045
O  26.269  -8.580  1.405
C  27.326  -9.524  1.612
C  26.625  -10.829  1.317
C  25.214  -10.500  0.765
H  27.471  -9.557  2.692
H  28.267  -9.305  1.109
H  26.646  -11.474  2.196
H  27.224  -11.202  0.486
H  24.371  -10.854  1.358
H  25.020  -10.777  -0.271
C  22.459  -6.612  -2.367
O  22.430  -7.519  -1.307
H  21.865  -6.828  -3.255
H  21.994  -5.748  -1.893
H  23.509  -6.387  -2.551
H  22.527  -8.292  -1.869